16
Properties=species:S:1:pos:R:3:mulliken_charge:R:1 method="wB97M-V/def2-TZVPD" e_tot_ha=-325.8259 relative_energy_kj_mol=293.2 smiles=C[C@H]1N[C@H]1[C@H]1CO1 multiplicity=1 lumo_ha=0.04195
C -1.08784 0.05986 -0.67440 -0.005
C 1.04473 -0.93347 0.47977 0.122
H -0.96115 -1.80875 0.44196 0.381
H 2.64546 -0.51766 -0.78218 0.341
C -0.41974 -0.87941 0.27276 -0.167
H -1.08744 -0.24915 -1.71811 0.382
C -2.15495 0.94039 -0.20192 -0.398
H 1.44002 -1.92859 0.71635 0.363
H 0.18026 0.65643 1.37599 0.329
H -2.43184 0.91771 0.85119 0.245
H 2.77387 0.33666 0.76340 0.295
H -2.93016 1.27372 -0.88858 0.287
O -0.84942 1.44602 -0.46967 -0.457
C 2.08143 0.02259 -0.03594 -1.342
N 0.15715 -0.36345 1.50287 -0.724
H 1.67869 0.94641 -0.45914 0.348

16
Properties=species:S:1:pos:R:3:mulliken_charge:R:1 method="wB97M-V/def2-TZVPD" e_tot_ha=-325.8230 relative_energy_kj_mol=300.8 multiplicity=1 lumo_ha=0.04169
H 3.53527 -0.38230 1.81638 0.441
C 0.18936 0.24955 -0.16935 0.598
C -0.40137 -0.44418 -1.38857 -1.808
H -1.88714 0.42535 0.49895 0.411
H 0.27986 -1.70102 0.73201 0.377
C 2.62372 -0.49238 1.31803 -0.212
H 0.31800 -0.84716 -2.07259 0.392
C -0.92491 0.67764 0.81428 -1.619
H -0.90792 0.36119 -1.94474 0.401
H 0.82905 1.10657 -0.46872 0.369
H -0.62670 0.55973 1.82589 0.525
H -0.82622 1.71298 0.72696 0.390
H -1.16421 -1.00292 -1.06626 0.507
C 0.87648 -0.78619 0.60961 0.232
O 2.39109 -0.99647 0.09466 -0.458
N 1.51365 -0.33984 1.86470 -0.546

16
Properties=species:S:1:pos:R:3:mulliken_charge:R:1 method="wB97M-V/def2-TZVPD" e_tot_ha=-325.9008 relative_energy_kj_mol=96.5 smiles="CC1(C)CNC1=O" multiplicity=1 lumo_ha=0.03214
H 1.29205 1.20609 1.19868 0.271
C -0.06025 -0.18039 0.06603 1.666
H 0.62024 -0.64699 -1.98657 0.389
H 1.02317 -1.82392 -0.72861 0.383
H -1.02049 -0.33905 2.05270 0.374
C 0.25272 -1.13558 -1.07882 -1.662
H 0.17391 2.75633 -0.82639 0.189
N 0.16560 1.78790 -0.54849 -0.165
C -0.93251 1.01385 -0.31634 0.033
H -0.61675 -1.72878 -1.36156 0.380
H -1.55193 -1.39447 0.76956 0.355
H 2.03714 0.73362 -0.33186 0.307
C -0.66044 -0.95621 1.22290 -1.532
H -0.03278 -1.77288 1.59637 0.379
O -2.11450 1.24682 -0.26400 -0.629
C 1.07729 0.89751 0.17351 -0.738

16
Properties=species:S:1:pos:R:3:mulliken_charge:R:1 method="wB97M-V/def2-TZVPD" e_tot_ha=-325.8008 relative_energy_kj_mol=359.0 smiles="C=C(C)[C@@H](C)N=O" multiplicity=1 lumo_ha=0.00535
N 0.24804 1.78088 0.22297 -0.082
H -0.47724 -0.62930 -2.11767 0.318
C 0.48009 -0.34625 0.54977 0.543
H 2.56584 -0.19787 0.81314 0.277
H -0.54663 1.11905 -2.49948 0.394
C 0.43971 0.64464 -0.65297 0.534
O -0.89704 2.15671 0.41573 -0.343
H 1.44588 0.72994 -1.06824 0.373
H -1.62177 0.44857 -1.25734 0.325
C -0.83454 -0.90942 0.97861 -1.257
H -1.51360 -0.10093 1.26221 0.314
C 1.63927 -0.65407 1.11738 -0.988
H 1.69583 -1.36991 1.92167 0.286
C -0.62151 0.37438 -1.69832 -1.353
H -0.69908 -1.56458 1.83532 0.388
H -1.30324 -1.48182 0.17721 0.272

16
Properties=species:S:1:pos:R:3:mulliken_charge:R:1 method="wB97M-V/def2-TZVPD" e_tot_ha=-325.7674 relative_energy_kj_mol=446.7 multiplicity=1 lumo_ha="0.01414 / -0.00481"
H 1.24799 -2.16328 1.16018 0.343
C 0.29214 -0.27557 0.65888 0.759
C 1.29540 0.71341 1.20260 -1.298
C -1.26309 0.83467 -1.28316 -0.100
O -1.51860 1.40033 -2.44737 -0.427
H -1.80429 0.74032 -3.09529 0.366
H -1.28671 -0.23639 -1.21483 0.156
H 2.11248 0.85978 0.48520 0.337
N -2.18794 0.15488 0.84956 -0.614
H 1.62444 -1.55169 -0.45170 0.336
C -1.03740 -0.12561 0.96539 0.133
H -0.92706 1.52693 -0.53757 0.334
H 1.75235 0.35983 2.13920 0.348
H 0.83995 1.68843 1.40561 0.317
H 0.03931 -2.28490 -0.12718 0.316
C 0.82104 -1.64114 0.29048 -1.304

16
Properties=species:S:1:pos:R:3:mulliken_charge:R:1 method="wB97M-V/def2-TZVPD" e_tot_ha=-325.7994 relative_energy_kj_mol=362.7 multiplicity=1 lumo_ha=0.01345
H 0.97951 -0.67354 1.83870 0.360
C -0.10489 -0.17062 0.03517 1.092
H 0.13443 -2.06199 1.09559 0.392
O -0.28260 1.88814 1.47906 -0.737
C 0.08205 -0.98557 1.29790 -1.459
H -1.35164 -0.01219 -1.72630 0.368
H -0.43893 1.89830 -0.58936 0.195
C -0.03258 1.40580 0.36055 0.174
H -2.19221 -0.52524 -0.25171 0.342
H -0.77035 -0.78601 1.95316 0.309
H 2.32112 1.71352 -0.86756 0.332
H -1.16242 -1.68089 -1.11935 0.372
C -1.26494 -0.62898 -0.82392 -1.459
C 1.46290 1.20272 -0.41768 -0.445
N 1.14311 -0.00753 -0.74353 -0.059
H 1.47743 -0.57592 -1.52070 0.222

16
Properties=species:S:1:pos:R:3:mulliken_charge:R:1 method="wB97M-V/def2-TZVPD" e_tot_ha=-325.7376 relative_energy_kj_mol=524.9 multiplicity=1 lumo_ha="0.02277 / 0.02277"
H 0.04994 0.13387 -2.47148 0.268
H 2.49316 -1.71969 -0.67803 -0.099
C -0.20942 -0.85679 0.30730 0.186
C 0.78913 0.40572 -1.72950 -0.503
H -2.58858 1.48360 1.35360 0.342
H -0.90714 1.43254 1.93781 0.302
C -1.56507 1.21491 1.09030 -1.135
H 2.49046 -1.74942 -1.42839 0.043
N 0.67601 -0.03641 -0.51685 0.152
H -1.22142 1.81283 0.24015 0.308
O -2.46820 -0.99493 0.93046 -0.562
H 1.51282 0.33803 1.45676 0.243
C 1.12022 -0.31839 0.69455 -0.794
H 1.64670 1.02082 -1.97194 0.285
H -0.29984 -1.90704 0.01997 0.382
C -1.51877 -0.25967 0.76529 0.582

16
Properties=species:S:1:pos:R:3:mulliken_charge:R:1 method="wB97M-V/def2-TZVPD" e_tot_ha=-325.8995 relative_energy_kj_mol=100.0 smiles=C[C@@H](O)[C@@H](C)C#N multiplicity=1 lumo_ha=0.02335
H 1.02050 0.21467 1.50531 0.180
H 1.30562 0.27454 -1.55055 0.313
N 0.35505 3.06229 0.42825 -0.466
H 2.60092 0.39395 -0.35385 0.424
H -2.31602 -0.94958 -0.84241 0.369
C -1.28242 -0.59885 -0.91358 -1.408
C 1.61196 -0.03311 -0.54602 -1.475
H -1.10222 -1.24716 2.11131 0.345
H -0.68037 -1.42056 -1.31404 0.330
H -1.50369 0.47833 0.92638 0.446
H -1.24397 0.24686 -1.60745 0.341
O -0.75557 -1.42980 1.23067 -0.558
C 0.61270 0.44806 0.51415 0.617
C 0.47526 1.91156 0.45588 0.115
C -0.79263 -0.22796 0.47610 0.081
H 1.69485 -1.12325 -0.52016 0.345

16
Properties=species:S:1:pos:R:3:mulliken_charge:R:1 method="wB97M-V/def2-TZVPD" e_tot_ha=-325.8743 relative_energy_kj_mol=166.0 smiles=COC[C@@H](C)C#N multiplicity=1 lumo_ha=0.03196
H 0.44640 -0.80252 -1.09494 0.249
H -1.70988 0.54146 -1.84092 0.307
C -1.08200 0.00331 0.19093 0.618
H 0.63896 -1.15034 0.62817 0.450
H 3.35400 0.83231 0.10834 0.253
N -2.16249 -2.39243 0.25367 -0.453
H 2.59020 0.35680 1.64332 0.267
C -1.74045 -1.31513 0.24678 0.126
H 2.73659 -0.81912 0.31576 0.335
C -1.81888 0.90208 -0.81229 -1.391
O 1.30888 0.69363 0.03865 -0.345
H -1.14630 0.44779 1.19138 0.195
C 0.39054 -0.36079 -0.08947 -0.701
H -1.47080 1.93703 -0.75789 0.360
C 2.55184 0.23960 0.55204 -0.668
H -2.88659 0.88631 -0.57353 0.400

16
Properties=species:S:1:pos:R:3:mulliken_charge:R:1 method="wB97M-V/def2-TZVPD" e_tot_ha=-325.6887 relative_energy_kj_mol=653.5 multiplicity=1 lumo_ha="-0.02517 / 0.01983"
H 0.79294 1.87112 -0.35614 0.204
C 0.58463 0.17441 1.12733 -0.853
H 0.23513 0.56566 2.08197 0.341
C -1.71875 0.18265 -0.07422 -1.431
C 0.53430 -0.66980 -0.97934 -0.618
O -0.68467 -1.86319 0.59944 -0.594
C -0.39767 -0.52533 0.21682 1.167
H 0.52541 -1.55034 -1.62570 0.434
N 1.67762 0.00116 -0.78267 -0.463
H 0.97102 0.24781 -1.84339 0.385
H -2.28942 0.23166 0.85679 0.344
C 1.33416 1.06187 0.21637 -0.279
H 2.25259 1.50375 0.61140 0.277
H 0.04503 -2.07348 1.20528 0.384
H -2.31790 -0.35960 -0.81431 0.365
H -1.54442 1.20166 -0.43962 0.337

16
Properties=species:S:1:pos:R:3:mulliken_charge:R:1 method="wB97M-V/def2-TZVPD" e_tot_ha=-325.7879 relative_energy_kj_mol=393.0 smiles="C=CN=C.C=CO" multiplicity=1 lumo_ha=0.02755
C 1.48297 1.03138 0.95724 0.098
N 1.19837 0.89433 2.33576 -0.468
H -1.18841 -2.44772 -3.00761 0.261
H 0.39518 1.64864 4.02217 0.276
H -2.05290 -2.91530 -0.76640 0.205
C 0.52040 1.04138 -0.02154 -0.729
H 0.45067 -1.05570 -3.20062 0.320
H -0.12423 2.60187 2.49814 0.268
H -1.48588 -1.25623 -0.17562 0.237
H 2.54371 1.22037 0.74894 0.321
H -0.56050 1.21234 0.15446 0.242
O 0.13475 -0.96181 -2.28027 -0.425
C 0.41748 1.73227 2.94705 -0.270
H 0.78397 0.96540 -1.06038 0.260
C -1.55965 -1.93473 -0.96591 -0.689
C -0.95595 -1.77649 -2.18542 0.092

16
Properties=species:S:1:pos:R:3:mulliken_charge:R:1 method="wB97M-V/def2-TZVPD" e_tot_ha=-325.7521 relative_energy_kj_mol=486.9 multiplicity=1 lumo_ha=0.01661
C -2.51515 -0.30127 0.34172 -0.940
H 2.66724 -0.10062 1.09655 0.340
C 0.98771 0.51607 -0.11440 0.415
N -1.15709 0.37690 -0.02979 0.116
H 2.79976 -0.56154 -0.61117 0.366
H -1.96184 1.09821 0.00785 0.470
H -0.13893 -1.01799 -1.27628 0.321
H 1.39289 1.50007 -0.37842 0.301
C -0.11487 0.65544 0.93528 0.180
H -2.28621 -1.19185 0.93633 0.162
C -0.13035 0.05765 -1.07598 -0.611
H -0.26537 0.62222 -1.99987 0.247
C 2.10547 -0.45778 0.22819 -1.423
H 1.70767 -1.44960 0.46903 0.351
O -0.18042 0.82866 2.11235 -0.508
H -2.91051 -0.57458 -0.64139 0.213